Computed, not measured: a 13-piece molecular cluster, C98H219N13O16 overall, with wB97M-V/def2-TZVPD.

Kohn-Sham gap	8.252	eV
E_HOMO	-7.899	eV
LUMO level	0.4	eV
E	-157283.59276	eV
relative energy (zero: lowest compared OMol25 entry of this formula, charge and spin)	197.7	kcal/mol

Structure (XYZ):
```
346
C98H219N13O16 (wB97M-V/def2-TZVPD)
C -0.23 0.71 -7.09
C -0.24 0.79 -5.56
C 1.19 0.16 -5.25
C 2.48 0.98 -5.22
C 2.19 2.42 -4.69
C 0.81 3.13 -5.08
N -0.25 2.18 -4.98
O -1.46 2.71 -5.12
C 0.52 4.37 -4.21
C 0.92 3.66 -6.50
C -1.30 -0.08 -4.95
H -1.07 1.34 -7.37
H -0.47 -0.31 -7.39
H 0.67 1.01 -7.63
H 1.04 -0.28 -4.27
H 1.39 -0.78 -5.77
H 2.86 0.77 -6.22
H 3.26 0.57 -4.58
H 2.99 2.98 -5.17
H 2.25 2.42 -3.60
H -0.33 4.98 -4.52
H 0.43 4.18 -3.14
H 1.37 5.03 -4.37
H -0.09 3.65 -6.92
H 1.32 4.65 -6.71
H 1.54 3.02 -7.13
H -1.30 -0.01 -3.86
H -1.18 -1.15 -5.10
H -2.32 0.23 -5.18
H -1.79 2.78 -4.22
C -2.42 7.67 2.79
C -1.22 6.99 2.15
C -1.67 5.76 1.42
C -2.51 6.07 0.16
C -1.58 6.63 -0.86
C -0.99 8.02 -0.30
N -0.49 7.89 1.17
O -0.03 9.08 1.68
C 0.30 8.14 -1.20
C -2.05 9.06 -0.44
C -0.29 6.64 3.27
H -3.12 6.99 3.26
H -2.98 8.28 2.07
H -1.99 8.45 3.42
H -0.80 5.11 1.32
H -2.22 5.06 2.04
H -3.36 6.73 0.35
H -2.90 5.19 -0.35
H -1.97 6.79 -1.87
H -0.81 5.89 -1.04
H 1.18 7.68 -0.73
H 0.22 7.89 -2.25
H 0.57 9.19 -1.30
H -3.05 8.65 -0.29
H -1.85 9.90 0.23
H -1.82 9.43 -1.44
H -0.09 7.53 3.86
H 0.68 6.40 2.84
H -0.88 5.90 3.82
H 0.89 8.85 1.82
C 2.40 4.53 8.16
C 2.38 3.71 6.81
C 2.52 4.73 5.55
C 2.94 4.17 4.17
C 4.26 3.40 4.41
C 4.16 2.31 5.53
N 3.59 2.87 6.74
O 3.63 2.06 7.82
C 3.30 1.11 5.00
C 5.57 1.72 5.79
C 1.05 2.89 6.73
H 2.18 4.02 9.10
H 1.58 5.24 7.98
H 3.29 5.15 8.24
H 1.69 5.43 5.45
H 3.30 5.48 5.73
H 3.20 4.89 3.40
H 2.12 3.64 3.67
H 4.97 4.15 4.78
H 4.62 2.99 3.47
H 3.85 0.20 4.77
H 2.72 0.70 5.83
H 2.62 1.14 4.14
H 5.46 0.82 6.39
H 6.06 1.42 4.86
H 6.22 2.46 6.25
H 1.07 2.17 7.55
H 0.98 2.42 5.75
H 0.14 3.46 6.91
H 4.19 2.53 8.44
C -9.61 4.62 -1.88
C -8.24 3.91 -2.38
C -7.30 5.05 -2.81
C -6.52 5.72 -1.71
C -5.78 4.70 -0.87
C -6.67 3.59 -0.30
N -7.63 3.08 -1.36
O -8.53 2.12 -0.84
C -5.83 2.47 0.21
C -7.47 4.24 0.95
C -8.57 3.16 -3.60
H -10.35 3.93 -1.47
H -10.23 5.10 -2.64
H -9.48 5.35 -1.08
H -6.62 4.81 -3.63
H -7.79 5.88 -3.31
H -7.21 6.24 -1.05
H -5.88 6.44 -2.24
H -5.34 5.20 -0.02
H -4.87 4.29 -1.31
H -5.49 1.97 -0.69
H -4.86 2.71 0.65
H -6.27 1.69 0.83
H -8.45 4.64 0.69
H -7.89 3.45 1.58
H -6.99 5.05 1.50
H -9.14 3.60 -4.42
H -9.05 2.22 -3.35
H -7.66 2.80 -4.07
H -7.89 1.55 -0.43
C 2.50 -4.91 5.55
C 3.49 -5.86 4.79
C 3.17 -7.30 5.18
C 1.96 -7.91 4.50
C 2.17 -7.83 2.97
C 2.42 -6.31 2.54
N 3.57 -5.79 3.32
O 3.90 -4.53 2.95
C 2.90 -6.52 1.01
C 1.13 -5.52 2.76
C 4.89 -5.58 5.27
H 2.70 -3.91 5.17
H 2.59 -4.96 6.64
H 1.44 -5.07 5.37
H 3.96 -7.96 4.83
H 3.11 -7.33 6.27
H 1.05 -7.44 4.88
H 1.79 -8.95 4.77
H 1.33 -8.23 2.41
H 3.01 -8.49 2.75
H 2.12 -6.58 0.26
H 3.47 -5.65 0.69
H 3.54 -7.41 0.98
H 1.41 -4.51 3.03
H 0.58 -5.52 1.81
H 0.36 -5.91 3.43
H 4.88 -5.83 6.33
H 5.30 -4.57 5.24
H 5.61 -6.26 4.81
H 4.85 -4.65 2.87
C 1.91 -1.35 1.23
C 0.82 -1.20 0.04
C -0.27 -2.06 0.69
C -1.08 -1.41 1.86
C -1.69 -0.09 1.28
C -0.51 0.84 0.76
N 0.25 0.14 -0.29
O 1.26 0.92 -1.01
C -1.13 2.17 0.19
C 0.28 1.27 2.02
C 1.33 -2.00 -1.18
H 1.57 -1.26 2.26
H 2.77 -0.72 1.01
H 2.34 -2.34 1.12
H -0.97 -2.22 -0.13
H 0.06 -3.06 0.98
H -0.47 -1.38 2.76
H -1.91 -2.12 1.95
H -2.36 0.26 2.06
H -2.40 -0.16 0.45
H -0.27 2.75 -0.17
H -1.92 2.03 -0.55
H -1.64 2.70 0.98
H 1.20 1.81 1.78
H -0.31 1.92 2.66
H 0.56 0.60 2.83
H 0.42 -2.06 -1.79
H 1.68 -2.98 -0.87
H 2.19 -1.56 -1.68
H 0.89 0.68 -1.86
C -8.56 0.99 -6.44
C -7.55 -0.09 -6.20
C -6.12 0.37 -6.72
C -4.93 -0.46 -6.20
C -4.99 -0.30 -4.65
C -6.37 -0.85 -4.03
N -7.52 -0.25 -4.75
O -8.68 -0.90 -4.29
C -6.43 -2.40 -4.04
C -6.46 -0.42 -2.51
C -7.93 -1.36 -6.97
H -9.58 0.72 -6.15
H -8.75 1.24 -7.48
H -8.34 1.97 -6.01
H -6.03 0.28 -7.80
H -5.85 1.41 -6.53
H -4.07 -0.06 -6.73
H -4.78 -1.46 -6.59
H -4.97 0.77 -4.44
H -4.16 -0.76 -4.10
H -7.32 -2.77 -3.53
H -6.64 -2.89 -4.99
H -5.50 -2.92 -3.83
H -7.28 -0.73 -1.87
H -5.67 -0.99 -2.02
H -6.35 0.66 -2.43
H -7.14 -2.11 -6.95
H -8.11 -1.16 -8.03
H -8.84 -1.88 -6.66
H -8.83 -0.45 -3.46
C 0.93 -0.68 7.14
C -0.60 -1.11 7.50
C -1.53 -0.06 6.75
C -3.01 -0.58 6.93
C -3.14 -2.09 6.47
C -2.21 -3.07 7.10
N -0.82 -2.46 7.00
O 0.18 -3.32 7.36
C -2.65 -3.48 8.53
C -2.11 -4.31 6.10
C -0.68 -0.98 9.03
H 1.69 -1.39 7.47
H 1.31 0.30 7.43
H 0.98 -0.64 6.05
H -1.48 0.96 7.15
H -1.24 -0.06 5.70
H -3.65 0.02 6.29
H -3.22 -0.52 7.99
H -3.11 -2.16 5.38
H -4.14 -2.43 6.75
H -1.83 -3.67 9.22
H -3.40 -2.81 8.94
H -3.19 -4.42 8.41
H -1.83 -4.18 5.05
H -1.44 -5.04 6.56
H -3.08 -4.80 6.01
H -1.72 -0.91 9.36
H 0.00 -0.19 9.35
H -0.13 -1.87 9.33
H 0.54 -3.65 6.53
C 11.30 -0.71 -1.23
O 9.96 -0.97 -1.15
C 9.26 -0.28 -2.20
C 7.76 -0.61 -2.30
N 7.33 -1.93 -2.76
C 7.87 -2.97 -1.91
C 6.95 -4.22 -2.12
O 5.79 -3.79 -1.52
C 4.69 -4.62 -1.73
H 11.68 -1.32 -2.05
H 11.78 -0.86 -0.26
H 11.61 0.31 -1.45
H 9.68 -0.49 -3.19
H 9.46 0.79 -2.11
H 7.35 -0.01 -3.11
H 7.23 -0.29 -1.40
H 6.37 -2.21 -2.60
H 7.83 -2.72 -0.85
H 8.89 -3.10 -2.27
H 7.41 -4.94 -1.44
H 6.84 -4.51 -3.17
H 4.11 -4.59 -2.65
H 3.93 -4.71 -0.96
H 5.09 -5.63 -1.66
C -6.47 -3.82 -0.83
O -5.79 -3.27 0.29
C -4.52 -3.76 0.59
C -4.34 -5.27 0.87
N -3.00 -5.67 0.42
C -3.02 -5.86 -1.03
C -1.66 -5.44 -1.67
O -1.58 -6.14 -2.92
C -0.21 -6.25 -3.32
H -7.41 -3.25 -0.87
H -6.72 -4.84 -0.55
H -5.89 -3.76 -1.74
H -4.23 -3.16 1.45
H -3.75 -3.47 -0.12
H -5.10 -5.86 0.35
H -4.38 -5.54 1.92
H -2.60 -6.45 0.93
H -3.79 -5.21 -1.45
H -3.19 -6.92 -1.25
H -0.89 -5.80 -0.99
H -1.53 -4.37 -1.87
H 0.34 -5.31 -3.42
H -0.23 -6.69 -4.31
H 0.35 -6.96 -2.72
C 2.46 4.89 0.20
O 3.91 4.80 0.08
C 4.29 3.48 0.05
C 4.07 2.68 -1.25
N 5.08 2.97 -2.27
C 4.88 4.35 -2.69
C 5.53 4.52 -4.07
O 5.28 5.91 -4.26
C 6.03 6.51 -5.34
H 2.16 5.89 0.52
H 2.03 4.22 0.94
H 1.92 4.73 -0.73
H 3.76 3.14 0.94
H 5.37 3.39 0.21
H 3.01 2.84 -1.48
H 4.37 1.68 -0.94
H 5.19 2.24 -2.95
H 5.38 4.98 -1.96
H 3.80 4.52 -2.77
H 5.26 3.96 -4.97
H 6.58 4.29 -3.91
H 7.08 6.51 -5.04
H 5.84 7.54 -5.63
H 5.95 5.86 -6.21
C 7.51 -2.15 1.85
C 7.45 -2.93 3.14
C 7.65 -4.46 2.91
O 6.80 -5.14 2.01
C 7.02 -6.47 1.79
N 8.47 -2.45 4.05
H 8.45 -2.25 1.32
H 7.31 -1.11 2.13
H 6.68 -2.26 1.14
H 6.44 -3.01 3.54
H 7.37 -4.86 3.89
H 8.70 -4.63 2.68
H 6.90 -7.08 2.68
H 8.00 -6.73 1.39
H 6.38 -6.94 1.05
H 8.75 -3.14 4.74
H 8.55 -1.51 4.42
C -3.57 -5.54 -7.03
C -2.47 -4.75 -6.42
C -2.10 -3.46 -7.18
O -0.89 -3.44 -8.01
C -0.91 -4.36 -9.11
N -2.69 -4.39 -5.03
H -4.46 -4.98 -6.75
H -3.61 -6.55 -6.62
H -3.40 -5.65 -8.10
H -1.64 -5.45 -6.32
H -1.99 -2.64 -6.47
H -2.97 -3.18 -7.79
H -1.70 -3.96 -9.76
H -0.93 -5.39 -8.77
H -0.06 -4.23 -9.78
H -2.78 -5.24 -4.48
H -1.93 -3.84 -4.65
```